Entry 1:
An isolated molecule of C2H6N2, computed with the ωB97M-V functional and the def2-TZVPD basis.

Last column: natural (NBO) charge in e.
Positions of all 10 atoms, in Å:
N1 0.548693 -0.007040 0.198788  -0.63
N2 -0.881264 -1.628281 1.170334  -0.77
C1 -0.690073 -0.461990 0.689540  0.33
C2 0.380330 0.941312 -0.904760  -0.43
H1 1.249319 0.912417 -1.574972  0.21
H2 1.122701 -0.806971 -0.017342  0.38
H3 -1.500876 0.261864 0.762914  0.16
H4 -0.453030 0.758872 -1.594134  0.19
H5 -0.139502 -1.934239 1.797261  0.36
H6 0.363702 1.964056 -0.527632  0.20

Atomic forces in eV per Å
-1.6708 0.2876 -0.0340
-1.0098 1.1487 1.6574
1.4009 -1.0344 0.5092
1.1372 0.5034 -0.6447
0.0553 -0.1323 0.3798
0.1201 0.0602 -0.0777
-0.1377 0.1023 -1.1117
-0.2146 -0.1053 0.5301
0.6444 -0.8023 -1.1934
-0.3251 -0.0279 -0.0149

Computed properties:
SMILES string	[H]/N=C\NC
total charge	0
molecular weight	58.08	Da
E_tot	-189.26423	Ha
energy above the lowest of the compared OMol25 structures with the same formula, charge and spin	41.0	kcal per mole

---

Entry 2:
An isolated molecule of Br3HOSi, computed with the ωB97M-V functional and the def2-TZVPD basis.

Last column: natural (NBO) charge in e.
Positions of all 6 atoms, in Å:
Br1 -0.490158 0.851352 2.038077  -0.25
Br2 -1.106320 -2.092278 0.154114  -0.26
Br3 -1.331822 1.055264 -1.264613  -0.30
Si1 -0.144412 -0.139622 0.171916  1.37
O1 1.425679 -0.219509 -0.284645  -1.07
H1 1.647034 0.544795 -0.814850  0.51

Atomic forces in eV per Å
0.1430 0.2763 1.0148
0.2238 -0.3599 0.1550
0.2001 0.1401 -0.2898
-0.2522 -0.1432 -0.9551
-0.7361 -0.2159 0.3767
0.4214 0.3026 -0.3016

Computed properties:
SMILES string	O[Si](Br)(Br)Br
total charge	0
molecular weight	284.81	Da
E_tot	-8087.56940	Ha
energy above the lowest of the compared OMol25 structures with the same formula, charge and spin	2.7	kcal per mole

---

Entry 3:
A structure of composition C19H35BBr8N3O4, computed with the ωB97M-V functional and the def2-TZVPD basis.

Last column: natural (NBO) charge in e.
Positions of all 70 atoms, in Å:
Br1 0.483932 -2.437444 -3.097421  -0.02
Br2 -4.402262 -1.824794 -3.877767  -0.03
Br3 -0.575494 -6.626217 -1.847288  -0.01
Br4 0.664553 -6.954573 1.607819  -0.02
Br5 2.231550 2.984760 3.670233  0.02
Br6 1.752270 1.171725 6.853001  -0.01
Br7 -2.340855 1.228428 -4.037078  0.04
Br8 0.858704 -2.697216 0.578366  -0.05
O1 -1.009840 -0.198169 -0.664181  -0.90
O2 1.742478 1.244139 -2.286481  -0.37
O3 0.028962 0.144005 2.406694  -0.73
O4 1.317747 3.327244 -2.923743  -0.48
N1 -2.322934 1.667346 -1.686476  -0.79
N2 0.174425 3.336413 2.181414  -0.50
N3 2.437926 0.721879 -1.186007  -0.53
C1 1.977818 -3.094895 -2.038125  -0.44
C2 -0.614248 2.457285 1.459120  0.37
C3 1.500519 -3.877696 -0.844171  -0.44
C4 2.113479 5.068234 2.594381  -0.65
C5 -1.799427 1.820089 2.245297  -0.50
C6 -1.978408 2.975829 -2.360755  -0.50
C7 -1.221499 0.511698 3.003699  -0.06
C8 -0.266741 2.200265 0.049973  -0.42
C9 0.096951 -8.195143 -0.908040  -0.44
C10 -3.479303 -1.025613 -5.398346  -0.44
C11 2.916944 0.756971 5.348394  -0.45
C12 1.704384 3.781416 0.301552  -0.22
C13 1.280141 3.996798 1.668512  0.26
C14 -0.362180 -8.209235 0.526442  -0.45
C15 -2.144975 -0.460256 -4.986877  -0.46
C16 -3.531758 1.997707 -0.839183  -0.42
C17 1.315792 2.551998 -2.021082  0.76
C18 0.925317 2.856140 -0.552285  0.02
C19 3.525146 2.008923 4.767576  -0.44
B1 -1.226566 1.192213 -0.807844  1.21
H1 -2.636776 1.466214 1.599469  0.26
H2 2.963082 -0.085799 -1.542720  0.37
H3 -2.839958 3.346454 -2.989425  0.24
H4 -0.073081 3.525806 3.156361  0.45
H5 -1.769778 -0.668983 -1.067061  0.52
H6 1.781362 0.309105 -0.507683  0.35
H7 -3.177589 2.636844 0.013900  0.17
H8 -4.149138 -0.280697 -5.821639  0.23
H9 3.151085 4.706411 2.691634  0.26
H10 1.179549 -8.187986 -1.012401  0.23
H11 -4.070087 1.068218 -0.512008  0.22
H12 2.544079 -3.732791 -2.716330  0.24
H13 0.689114 -4.564857 -1.077704  0.26
H14 -3.349974 -1.838754 -6.112345  0.23
H15 -0.184315 -9.185644 0.976304  0.24
H16 -0.310142 -9.047815 -1.450756  0.24
H17 1.619046 5.119160 3.586495  0.24
H18 4.341463 1.759873 4.089355  0.23
H19 2.324183 -4.433045 -0.395920  0.24
H20 -1.952784 -0.340570 2.941167  0.20
H21 -4.238296 2.609575 -1.453395  0.23
H22 -2.205107 2.522371 3.023846  0.24
H23 -1.584445 -1.111924 -4.324087  0.22
H24 2.321215 0.196708 4.630390  0.24
H25 2.595083 4.306951 -0.110252  0.27
H26 -1.815895 3.789716 -1.584780  0.19
H27 -1.410854 -7.945860 0.644069  0.24
H28 -0.185607 -0.501369 1.717286  0.49
H29 2.583001 -2.232837 -1.768704  0.21
H30 -1.541689 -0.230390 -5.865440  0.23
H31 -1.113178 2.918395 -3.066633  0.25
H32 3.886520 2.703068 5.523629  0.24
H33 3.691181 0.107697 5.757219  0.24
H34 2.171145 6.071010 2.072719  0.24
H35 -1.004960 0.825492 4.056117  0.19

Atomic forces in eV per Å
0.0529 0.0814 0.0540
-0.0159 0.0939 0.0245
-0.0547 -0.1519 -0.1130
-0.0948 0.0611 -0.0494
2.2741 -5.7900 4.2568
-0.0651 -0.0025 -0.1499
-0.2740 -2.8724 -4.3238
0.1016 -0.1802 -0.0363
-1.0778 2.1773 0.2699
-1.2667 1.3692 0.1534
-0.7676 -0.3687 0.3101
-0.5676 0.1349 0.6947
0.3227 2.3402 3.3144
-0.7159 0.4763 -2.5382
0.7447 -1.0101 1.5553
-0.1184 -0.1286 -0.1978
0.5848 0.6036 -1.4023
0.1651 0.0602 0.1773
-1.1215 1.9814 -2.7576
0.6442 -0.8291 0.2475
0.0422 1.7610 1.0917
0.1821 0.8222 -0.1431
1.2948 0.7734 0.7463
-0.1890 -0.0571 -0.1567
0.0623 -0.3525 -0.0228
0.0972 -0.1053 0.3134
-2.0407 -1.2791 0.1679
0.9383 1.3247 -1.8957
0.2066 -0.0781 0.2019
-0.1098 0.5577 -0.5531
0.1783 -0.0855 -0.1571
1.2645 -0.8068 -0.2070
-0.9321 0.3656 3.1220
-0.1262 -0.2928 0.0031
-0.1074 -1.3447 -0.2811
0.8422 0.6750 0.2653
-0.2642 0.6550 -0.2130
0.7163 -0.4900 0.8331
-0.0472 -0.1326 -0.4821
0.6833 0.0991 -0.0981
-0.1335 0.0931 -0.5271
-0.8787 -0.4269 -0.4472
0.1039 -0.0041 0.0812
-0.8115 0.9343 -0.4119
-0.0906 0.0065 0.0927
0.6194 0.8622 -0.1077
-0.0327 -0.0204 0.1075
0.1734 0.2198 0.0759
0.0023 0.0387 0.0659
0.0120 0.0437 -0.0837
-0.0058 0.0465 0.0708
0.4975 0.8940 -1.0306
-0.0994 -0.0004 -0.0118
-0.0444 0.0463 -0.0239
0.6171 0.9838 0.3178
0.5453 -0.6092 0.4552
0.3413 -0.4711 -0.9346
-0.1240 -0.0648 -0.0484
0.0701 0.1116 -0.0139
-0.8702 -0.4629 0.5358
-0.0053 -0.7473 -0.7773
0.0922 0.0018 -0.0903
0.2554 0.1318 -0.0894
-0.0394 -0.1149 0.0300
-0.0568 -0.1578 -0.0050
-0.5733 0.1955 1.2196
-0.0841 -0.1033 -0.0066
-0.0084 0.0794 -0.0434
-0.6657 -0.9216 0.3699
-0.2477 -0.6395 -0.7941

Computed properties:
total charge	+1
molecular weight	1019.55	Da
E_tot	-21826.76338	Ha

---

LUMO energy values, unit eV, following the record order: 1.090; 0.222; -3.981.